Record 1
DFT (ωB97M-V/def2-TZVPD) results for a structure of composition C33H27F6N3O5V at a distorted geometry.

The geometry in ORCA input format:
```
! wB97M-V def2-TZVPD RIJCOSX def2/J DEFGRID3
* xyz -1 3
V -0.9364 0.1936 -1.4465
O -1.7565 1.5640 -0.5584
C -2.6166 1.5105 0.4166
C -2.7055 2.5810 1.3322
C -3.6332 2.5835 2.3479
C -4.5398 1.5262 2.4862
C -4.4784 0.4677 1.6116
C -3.5179 0.4158 0.5895
C -3.5231 -0.6469 -0.3693
N -2.6038 -0.7310 -1.2718
N -2.8303 -1.5457 -2.3563
C -2.1780 -1.0272 -3.3718
O -1.5765 0.1102 -3.2875
C -2.1356 -1.7843 -4.6426
C -3.0703 -2.7692 -4.9464
C -2.9572 -3.4870 -6.1261
C -1.9070 -3.2371 -6.9997
C -0.9678 -2.2621 -6.6920
C -1.0822 -1.5348 -5.5181
H -2.0159 3.4058 1.2007
H -3.6663 3.4147 3.0420
H -5.2870 1.5452 3.2694
H -5.1804 -0.3551 1.6979
H -4.3600 -1.3413 -0.4120
H -3.8748 -2.9608 -4.2488
H -3.6867 -4.2512 -6.3659
H -1.8187 -3.8089 -7.9155
H -0.1419 -2.0765 -7.3673
H -0.3571 -0.7792 -5.2459
C -0.4430 -3.6792 -2.1096
C 0.4604 -2.5961 -1.4915
O 0.1463 -1.3115 -1.8500
C 0.4877 -2.8338 0.0510
F 1.5208 -2.2649 0.6808
F -0.6442 -2.3780 0.6174
F 0.5508 -4.1567 0.3600
C 1.8903 -2.8613 -2.0349
F 1.8931 -2.7477 -3.3791
F 2.3330 -4.1128 -1.7494
F 2.8088 -2.0053 -1.5703
H -1.4658 -3.5090 -1.7881
H -0.1142 -4.6762 -1.8225
H -0.4072 -3.5735 -3.1927
C -0.0257 2.3422 6.3098
C 0.9773 2.6412 5.2231
C 1.7375 3.8044 5.3051
C 2.6308 4.1292 4.2972
C 2.7758 3.3009 3.1996
C 2.0461 2.1120 3.1142
N 2.1398 1.2431 2.0288
C 3.1102 1.2649 1.0256
C 4.4713 1.3958 1.3181
C 5.4161 1.3608 0.3093
C 5.0257 1.1889 -1.0143
C 3.6828 1.0422 -1.3105
C 2.7225 1.0705 -0.3070
C 1.2794 0.9062 -0.6721
O 0.8814 1.2749 -1.8016
O 0.4815 0.4122 0.1822
C 1.1392 1.7804 4.1380
C 0.3621 0.4963 4.0111
H -0.0954 3.1846 6.9970
H 0.2551 1.4588 6.8883
H -1.0156 2.1617 5.8873
H 1.6167 4.4660 6.1552
H 3.2057 5.0457 4.3542
H 3.4334 3.5855 2.3915
H 1.2813 0.8018 1.7166
H 4.7786 1.5028 2.3501
H 6.4657 1.4576 0.5596
H 5.7668 1.1625 -1.8030
H 3.3478 0.9085 -2.3306
H 1.0227 -0.3092 3.6854
H -0.4336 0.5864 3.2639
H -0.0949 0.2075 4.9549
*
```

LUMO level (alpha / beta) in Ha: 0.09578 / 0.09127
HOMO level (alpha / beta) in eV: -4.809 / -5.079
Expectation value of S²: 2.0169
Energy above the lowest of the compared OMol25 structures with the same formula, charge and spin in kcal per mole: 21.6

***

Record 2
DFT (ωB97M-V/def2-TZVPD) results for an isolated molecule of C2H3ClSi at a distorted geometry.

The geometry in ORCA input format:
```
! wB97M-V def2-TZVPD RIJCOSX def2/J DEFGRID3
* xyz 0 1
Si -1.1509 -0.0023 -0.0404
C 0.7146 0.0195 0.0350
C 1.9167 -0.1337 0.0619
Cl 3.5621 0.0155 -0.0430
H -1.7074 -1.3372 0.5251
H -1.6728 0.1600 -1.3718
H -1.6624 1.2782 0.8332
*
```

LUMO level in Ha: 0.02397
HOMO level in eV: -10.119
Energy above the lowest of the compared OMol25 structures with the same formula, charge and spin in kcal per mole: 43.0

***

Record 3
DFT (ωB97M-V/def2-TZVPD) results for a cluster of 5 separate species, C36H68Cl2IN2O6S4 in total at a distorted geometry.

The geometry in ORCA input format:
```
! wB97M-V def2-TZVPD RIJCOSX def2/J DEFGRID3
* xyz 1 1
C -3.0506 4.7969 5.8721
C -2.8634 3.1957 6.1145
C -2.7628 2.4535 4.6669
C -2.4554 0.8887 4.8334
C -0.9187 0.5620 5.2814
C 0.1709 0.8719 4.1509
C 0.7684 2.2873 4.6084
Cl 1.2073 3.4074 3.1797
C 1.9332 2.2062 5.7158
C 2.2314 3.6625 6.3861
C -0.5375 1.0067 2.6829
N -0.4284 -0.0915 1.9093
C -1.0797 0.0988 0.5809
C -1.9329 -1.1234 0.0099
C -1.9338 -1.2021 -1.6111
C -3.1473 -1.8675 -2.3568
C -3.1733 -2.0117 -3.9224
C -1.9865 -1.5131 -4.8118
C -0.7945 -0.8263 -4.0604
C -0.7835 -0.6935 -2.5075
C 0.3694 -1.1563 2.5743
I -1.2951 -2.4165 3.3666
C 1.2004 -2.2716 1.7415
Cl 0.3202 -3.9163 1.7756
C 1.6124 -1.9042 0.2383
C 1.0550 -2.9473 -0.8895
C 1.2031 -0.3071 3.6887
C 1.5985 -1.4201 4.8351
C 3.1609 -1.2883 5.2946
C 3.2952 -2.3514 6.5222
N 3.8072 -3.7028 6.1504
O 2.9752 -2.0855 7.7030
O 2.5058 0.1946 3.3969
C 2.7958 0.6545 2.0764
C 4.1249 -0.1536 1.5640
H -3.0980 5.3673 6.8657
H -4.0083 4.9832 5.2737
H -2.1480 5.1108 5.2226
H -1.9253 3.0418 6.7541
H -3.7699 2.8321 6.7127
H -1.9802 3.0404 4.0776
H -3.8122 2.5384 4.2022
H -2.8058 0.2333 3.9572
H -3.0887 0.5353 5.7377
H -0.9606 -0.5354 5.6272
H -0.7732 1.1646 6.2590
H -0.0946 2.8558 5.1292
H 1.5678 1.5197 6.5530
H 2.9425 1.8758 5.2652
H 2.8223 3.5161 7.3603
H 2.7921 4.3649 5.6839
H 1.2102 4.0881 6.6835
H -1.0718 1.9893 2.4473
H -1.8180 0.9809 0.6980
H -0.2848 0.4969 -0.1606
H -1.6247 -2.1602 0.3634
H -3.0356 -0.9209 0.2949
H -4.0326 -2.2784 -1.7745
H -4.0615 -2.5276 -4.4177
H -2.0059 -1.6532 -5.9455
H 0.0657 -0.4786 -4.7313
H 0.1502 -0.1872 -2.0630
H 2.1696 -2.4684 2.3397
H 2.7603 -2.0387 0.1723
H 1.4123 -0.8323 -0.0900
H 1.5760 -3.9511 -0.7311
H -0.0740 -3.0777 -0.8607
H 1.3426 -2.5374 -1.9268
H 1.5006 -2.4929 4.4617
H 1.0070 -1.2930 5.7994
H 3.8908 -1.6551 4.5015
H 3.4072 -0.2751 5.7493
H 4.1648 -3.6699 5.1727
H 3.0295 -4.3883 6.1200
H 3.1716 1.7482 2.1595
H 1.9700 0.6735 1.3003
H 4.1329 -1.2041 2.0084
H 5.0689 0.4547 1.7582
H 3.9913 -0.2463 0.4227
C 2.6350 -8.0388 4.9876
S 1.3311 -6.8899 5.4766
O 1.8624 -6.0621 6.6046
C 0.2411 -8.1393 6.1905
H 3.4520 -7.4668 4.5454
H 3.0028 -8.5792 5.8616
H 2.2440 -8.7405 4.2488
H 0.7593 -8.6731 6.9890
H -0.0709 -8.8377 5.4120
H -0.6370 -7.6386 6.5998
C -3.4466 -0.1730 -8.5994
S -1.7427 -0.3838 -9.1586
O -0.8869 -0.5427 -7.9411
C -1.5327 1.3083 -9.7507
H -3.7815 -1.1093 -8.1505
H -3.4993 0.6248 -7.8559
H -4.0830 0.0662 -9.4530
H -1.7053 2.0130 -8.9346
H -2.2329 1.4986 -10.5667
H -0.5120 1.4219 -10.1174
C -1.3922 3.6660 -14.8907
S -0.8395 2.5619 -13.5736
O -2.0172 1.7453 -13.1475
C -0.6026 3.8575 -12.3372
H -1.6375 3.0636 -15.7662
H -2.2787 4.2157 -14.5690
H -0.5900 4.3614 -15.1437
H -1.5390 4.3951 -12.1767
H 0.1731 4.5466 -12.6759
H -0.2881 3.3908 -11.4034
C -0.8301 2.8528 -3.3367
S 0.8729 2.6383 -3.8972
O 1.7285 2.4751 -2.6804
C 1.0859 4.3316 -4.4869
H -1.1672 1.9170 -2.8889
H -0.8797 3.6502 -2.5923
H -1.4666 3.0946 -4.1896
H 0.9149 5.0348 -3.6699
H 0.3855 4.5241 -5.3015
H 2.1067 4.4436 -4.8539
*
```

LUMO level in Ha: -0.14524
HOMO level in eV: -10.439
Energy above the lowest of the compared OMol25 structures with the same formula, charge and spin in kcal per mole: 136.4

***

Record 4
DFT (ωB97M-V/def2-TZVPD) results for an isolated molecule of C3H8N2S at a distorted geometry.

The geometry in ORCA input format:
```
! wB97M-V def2-TZVPD RIJCOSX def2/J DEFGRID3
* xyz 0 1
C 0.3151 0.8175 1.5396
C 0.7973 -0.4548 0.7390
N 0.0377 -0.4724 -0.4894
N -1.3560 -0.3805 -0.3253
C 0.3680 -0.0228 -1.6975
S -0.7707 0.3688 -2.9397
H 0.7678 0.7876 2.5076
H 0.6581 1.5875 0.8168
H -0.8315 0.6643 1.4463
H 0.4016 -1.2808 1.3263
H 1.9669 -0.7479 0.6769
H -1.7546 0.3465 -1.2628
H -1.9402 -1.4205 -0.4547
H 1.3405 0.2075 -1.8831
*
```

LUMO level in Ha: 0.02448
HOMO level in eV: -8.353
Energy above the lowest of the compared OMol25 structures with the same formula, charge and spin in kcal per mole: 91.5